1.
Molecular formula: C3H3ClN2OS
Method: DFT, the ωB97M-V functional and the def2-TZVPD basis

Output
Kohn-Sham gap = 0.316 Eh
HOMO level = -8.6 eV
spin multiplicity = 1
LUMO level = -0.04 eV
strongest force on any atom = 2.0 eV/Å

Structure (XYZ):
```
11
Properties=species:S:1:pos:R:3:lowdin_charge:R:1
N -0.708 -1.314 1.324 0.101
N -0.349 -0.669 0.177 -0.187
O -1.335 0.244 -0.232 0.006
C -0.642 1.203 -0.867 -0.716
Cl -1.586 2.459 -1.528 0.775
C 0.713 1.018 -0.873 -0.082
C 0.926 -0.112 -0.073 -0.829
S 2.314 -0.880 0.349 0.634
H -0.893 -2.295 1.144 0.105
H 0.075 -1.222 1.960 0.072
H 1.486 1.568 -1.381 0.121
```

2.
Molecular formula: CH7NS
Method: DFT, the ωB97M-V functional and the def2-TZVPD basis

Output
Kohn-Sham gap = 0.364 Eh
HOMO level = -9.0 eV
spin multiplicity = 1
LUMO level = 0.91 eV
strongest force on any atom = 5.4 eV/Å

Structure (XYZ):
```
10
Properties=species:S:1:pos:R:3:lowdin_charge:R:1
C 2.944 2.481 1.069 -0.258
N 4.175 2.252 0.449 -0.105
H 2.374 3.014 0.249 0.084
H 2.254 1.492 1.106 0.099
H 3.022 2.868 2.122 0.072
H 4.913 1.894 0.939 0.014
H 4.598 3.080 -0.046 0.094
S -3.581 -2.327 -0.782 0.499
H -4.413 -3.387 -0.759 -0.200
H -2.342 -2.392 -0.662 -0.299
```

3.
Molecular formula: C20H26ClNSn
Method: DFT, the ωB97M-V functional and the def2-TZVPD basis

Output
net charge = +2
Kohn-Sham gap = 0.176 Eh
HOMO level = -14.9 eV
spin multiplicity = 1
LUMO level = -10.07 eV
strongest force on any atom = 2.0 eV/Å

Structure (XYZ):
```
49
Properties=species:S:1:pos:R:3:lowdin_charge:R:1
C -1.865 5.509 -1.026 -0.904
C -3.268 5.284 -1.549 -0.117
C -1.853 6.381 0.211 -0.117
C -0.937 6.035 -2.100 -0.117
Cl -1.207 3.838 -0.515 0.498
H -2.232 7.372 -0.043 0.099
H -0.846 6.492 0.604 0.080
H -2.485 5.965 0.992 0.080
H -3.694 6.240 -1.861 0.099
H -3.911 4.859 -0.783 0.079
H -3.267 4.616 -2.407 0.080
H -1.285 7.015 -2.430 0.099
H -0.917 5.373 -2.962 0.080
H 0.078 6.143 -1.725 0.080
C -0.714 -2.193 2.285 -0.174
C -0.380 -1.034 3.025 -0.135
C -1.084 0.069 2.477 -0.112
H 0.293 -0.995 3.865 0.133
C -1.866 -0.413 1.403 -0.102
C -1.635 -1.807 1.284 -0.162
H -2.092 -2.471 0.569 0.130
H -0.362 -3.193 2.472 0.117
H -1.054 1.084 2.834 0.140
H -2.531 0.176 0.795 0.134
C 2.769 -0.819 -0.372 -0.163
C 2.927 -1.365 0.922 -0.173
C 2.727 -0.317 1.853 -0.134
H 3.186 -2.384 1.156 0.117
C 2.437 0.872 1.134 -0.113
C 2.470 0.560 -0.243 -0.105
H 2.301 1.246 -1.055 0.135
H 2.876 -1.355 -1.300 0.130
H 2.786 -0.406 2.925 0.133
H 2.253 1.844 1.561 0.140
Sn 0.542 -0.684 0.760 1.579
C 0.991 -6.672 -1.644 -0.011
C 0.873 -5.274 -1.112 -0.219
C 0.341 -4.221 -1.875 0.047
C 0.255 -2.931 -1.324 -0.059
N 0.682 -2.688 -0.052 -0.097
C 1.202 -3.727 0.687 -0.100
C 1.303 -5.014 0.179 0.033
H 0.409 -7.365 -0.999 0.116
H 0.614 -6.749 -2.683 0.102
H 2.057 -6.986 -1.625 0.116
H -0.002 -4.400 -2.886 0.136
H -0.153 -2.127 -1.919 0.133
H 1.550 -3.580 1.700 0.124
H 1.719 -5.801 0.798 0.147
```

Please write out number 2 again, unchanged.
Molecular formula: CH7NS
Method: DFT, the ωB97M-V functional and the def2-TZVPD basis

Output
Kohn-Sham gap = 0.364 Eh
HOMO level = -9.0 eV
spin multiplicity = 1
LUMO level = 0.91 eV
strongest force on any atom = 5.4 eV/Å

Structure (XYZ):
```
10
Properties=species:S:1:pos:R:3:lowdin_charge:R:1
C 2.944 2.481 1.069 -0.258
N 4.175 2.252 0.449 -0.105
H 2.374 3.014 0.249 0.084
H 2.254 1.492 1.106 0.099
H 3.022 2.868 2.122 0.072
H 4.913 1.894 0.939 0.014
H 4.598 3.080 -0.046 0.094
S -3.581 -2.327 -0.782 0.499
H -4.413 -3.387 -0.759 -0.200
H -2.342 -2.392 -0.662 -0.299
```

> Which formula does entry 1 have?

C3H3ClN2OS

> Which value of HOMO level does entry 1 give?

-8.6 eV

> What is the Kohn-Sham gap in the second record?

0.364 Eh